C4H3N3 | wB97M-V/def2-TZVPD

Calculated values
energy relative to the best compared isomer or geometry (same formula, charge and spin) = 76.36 kcal/mol
SMILES = N#CC1=NC1.C#N
2S+1 = 1
E = -318.3630 hartree
gap between HOMO and LUMO = 0.3803 Ha
highest occupied orbital energy = -11.2 eV
molecular weight = 93.09 g/mol

Element x y z (Å)
1 N -1.675 -1.641 -1.191
2 C -0.648 -1.354 -0.763
3 C 0.562 -0.991 -0.212
4 N 1.811 -0.866 -0.330
5 C 1.233 -0.448 0.973
6 H 1.168 0.615 1.168
7 H 1.400 -1.090 1.826
8 C -1.272 1.905 -0.506
9 N -1.575 2.445 0.449
10 H -1.004 1.425 -1.412